Entry one
Molecular formula: C2H5N3O
Method: DFT, ωB97M-V/def2-TZVPD

Lowest unoccupied orbital energy   0.55 eV
SMILES string   N/N=C\C(N)=O

Cartesian coordinates (Å):
N  0.053  -2.125  0.337
N  1.026  -1.160  0.536
C  0.797  0.045  0.177
C  -0.353  0.587  -0.559
N  -0.308  1.857  -0.516
O  -1.256  -0.178  -0.971
H  -0.899  -1.790  0.187
H  0.100  -2.883  0.993
H  1.745  0.632  0.254
H  -1.211  2.494  -0.622
H  0.306  2.522  0.183

---

Entry two
Molecular formula: C2H5N3O
Method: DFT, ωB97M-V/def2-TZVPD

Lowest unoccupied orbital energy   0.74 eV
SMILES string   [H]/N=C(/N)NC=O

Cartesian coordinates (Å):
H  -0.141  1.197  -2.223
N  -0.826  0.422  -1.763
C  -0.566  -0.111  -0.638
N  -1.309  -0.751  0.259
N  0.686  0.363  -0.038
C  1.350  -0.011  1.019
O  0.830  -0.579  1.932
H  -0.902  -0.906  1.022
H  -2.384  -1.106  0.131
H  0.917  0.939  -0.824
H  2.345  0.544  1.122

---

Entry three
Molecular formula: C2H5N3O
Method: DFT, ωB97M-V/def2-TZVPD

Lowest unoccupied orbital energy   -0.05 eV
SMILES string   C=C/N=N/ON

Cartesian coordinates (Å):
C  1.664  -2.056  -0.503
C  1.221  -1.046  0.224
N  0.102  -0.261  -0.135
N  -0.281  0.765  0.379
O  -1.637  1.113  -0.340
N  -1.922  2.434  0.014
H  2.529  -2.687  -0.036
H  1.163  -2.433  -1.367
H  1.884  -0.724  1.074
H  -1.897  2.254  1.075
H  -2.827  2.641  -0.385

---

Energy ordering: entry two at the bottom, the next structure 0.113 eV above.